Below is one molecule with the formula C5H10FN at a distorted geometry, with properties calculated with the ωB97M-V functional and the def2-TZVPD basis.

```
17
Properties=species:S:1:pos:R:3:forces:R:3
H 2.8251 1.5616 -0.7822 -2.7535 -1.6724 1.7276
C -2.3732 -0.1110 -0.1775 -0.1973 -2.9058 -0.1203
H 1.5132 0.3868 -1.4272 0.3091 1.1982 0.4007
H 2.2985 -0.4926 1.3425 0.0446 -1.0375 -1.3981
H -1.1130 -1.7809 0.6699 1.0720 0.2470 -0.5915
C 1.8230 0.8909 -0.4523 1.3387 -2.2840 -2.6403
H -2.8204 -0.5955 -1.2014 0.9371 0.8656 2.7952
C -0.8245 -0.8701 0.1151 -2.7689 2.9577 0.8582
F 1.6341 -1.7148 -0.2552 1.0022 -0.5909 -0.5729
H -0.0916 1.8185 -0.4146 1.5408 -1.1824 1.7945
C 1.7060 -0.5438 0.3809 0.2543 4.2821 2.3304
N 0.6209 1.3653 0.2783 -0.4948 1.9020 -2.7618
H -0.4621 -0.9085 -0.8826 -0.0981 -1.2615 -0.9553
H -3.2276 -0.0052 0.6611 2.3203 -0.6338 -1.7847
C 0.3341 0.0331 0.7563 -2.3499 -1.5569 2.0592
H 0.2368 0.1303 1.8649 -0.3200 -0.5270 -0.6583
H -2.0792 0.8359 -0.4760 0.1637 2.1996 -0.4826
```
Forces are in eV/Å.

Output
structure (SMILES)	CC[C@@H]1NC[C@@H]1F
HOMO energy	-0.333	hartree
LUMO energy	1.051	eV
total energy	-350.98790	hartree
multiplicity	1

Results of the Mulliken charge analysis, in e, for atoms 1 through 2: number 1, H, carries 0.25; number 2, C, carries -0.92